No. 1
Entry from the Open Molecules 2025 dataset: one molecule with the formula C9H11BO7 (ωB97M-V/def2-TZVPD).

Geometry as XYZ:
```
28
Properties=species:S:1:pos:R:3
H -1.534 -0.881 -2.340
O 2.706 0.309 1.891
O -0.494 1.702 -2.670
B 2.820 -0.022 0.561
C 0.450 -1.030 -1.485
C 1.992 0.773 -0.527
C -1.680 -0.204 -0.290
C -2.355 -1.024 1.805
C -2.616 0.223 2.607
H -0.889 0.139 0.387
O 3.692 -0.997 0.189
H 3.526 -1.354 -0.688
H -2.641 1.118 1.989
C 0.554 1.521 -2.141
H -2.149 0.677 -0.728
O -1.948 -2.042 2.269
H 0.896 -1.680 -0.728
H 0.744 -1.415 -2.466
O -2.664 -0.927 0.473
H -3.589 0.112 3.090
C 1.021 0.343 -1.339
C -1.088 -1.107 -1.372
C 2.178 2.225 -0.833
O 2.686 3.093 -0.207
H -1.355 -2.138 -1.139
H -1.864 0.327 3.388
H 2.060 -0.221 2.366
O 1.539 2.479 -2.063
```

Results
ΔE to the lowest compared entry with this formula, charge and spin   0.0000 eV
Total charge   0
SMILES   CC(=O)OCCCC1=C(B(O)O)C(=O)OC1=O
2S+1   1

So, what does the natural (NBO) scheme give us? The charges, in e, come out as: atom 1 (H): 0.226, atom 2 (O): -0.909, atom 3 (O): -0.512, atom 4 (B): 1.144, atom 5 (C): -0.442, atom 6 (C): -0.430, atom 7 (C): -0.075, atom 8 (C): 0.812, atom 9 (C): -0.742, atom 10 (H): 0.168, atom 11 (O): -0.857, atom 12 (H): 0.497, atom 13 (H): 0.227, atom 14 (C): 0.748, atom 15 (H): 0.206, atom 16 (O): -0.541, atom 17 (H): 0.215, atom 18 (H): 0.239, atom 19 (O): -0.551, atom 20 (H): 0.254, atom 21 (C): -0.031, atom 22 (C): -0.422, atom 23 (C): 0.772, atom 24 (O): -0.483, atom 25 (H): 0.240, atom 26 (H): 0.238, atom 27 (H): 0.510, atom 28 (O): -0.502

***

No. 2
Entry from the Open Molecules 2025 dataset: C9H11Br21N2O4 as an isolated structure at a distorted geometry (ωB97M-V/def2-TZVPD).

Geometry as XYZ:
```
47
Properties=species:S:1:pos:R:3
H -3.804 -7.914 0.656
Br -4.834 -2.929 -1.337
Br 5.243 2.258 0.772
Br -5.233 -7.380 -1.308
H -0.008 1.323 2.674
Br 6.186 5.135 -0.298
Br -2.082 -6.948 -0.855
H 5.659 4.372 2.009
Br -1.088 -3.274 1.736
Br 7.994 3.540 1.824
Br -3.879 3.631 -4.470
O 3.227 0.273 0.730
N 0.838 0.426 0.958
H -2.350 -3.612 -0.376
Br -4.129 -7.735 5.244
N 1.948 3.363 1.020
O 0.764 2.844 1.474
Br 5.898 9.256 -2.869
C -3.825 -7.056 -0.014
H 1.817 1.317 2.635
Br -1.474 2.395 -2.737
C -1.457 -3.031 -0.150
Br -4.194 -5.495 1.076
O 2.673 3.673 1.906
H 0.017 0.507 0.340
Br -0.029 -3.729 -1.260
H -1.675 2.736 -5.192
H -6.757 -2.056 -2.649
Br 7.688 9.302 -0.202
Br -2.934 0.604 -4.969
O 2.009 0.122 -1.188
H 5.721 7.897 -0.794
C 0.900 1.492 1.986
Br -5.484 0.054 -2.322
Br -5.088 -2.302 -4.475
C -5.691 -1.839 -2.690
C 5.934 8.954 -0.954
C -2.442 -6.812 5.000
C 6.195 3.892 1.192
Br 4.548 9.956 -0.040
C 2.083 0.262 0.226
H 1.328 0.749 -1.521
Br -1.860 -1.185 -0.580
C -2.390 2.390 -4.448
Br -1.414 -7.562 3.536
Br -2.691 -4.900 4.796
H -1.861 -6.963 5.908
```

Results
Total charge   0
2S+1   1

So, what does the natural (NBO) scheme give us? The charges, in e, come out as: atom 1 (H): 0.229, atom 2 (Br): 0.081, atom 3 (Br): 0.135, atom 4 (Br): 0.093, atom 5 (H): 0.216, atom 6 (Br): 0.055, atom 7 (Br): 0.094, atom 8 (H): 0.226, atom 9 (Br): 0.095, atom 10 (Br): 0.080, atom 11 (Br): 0.094, atom 12 (O): -0.603, atom 13 (N): -0.670, atom 14 (H): 0.224, atom 15 (Br): 0.090, atom 16 (N): 0.381, atom 17 (O): -0.422, atom 18 (Br): 0.085, atom 19 (C): -0.493, atom 20 (H): 0.230, atom 21 (Br): 0.064, atom 22 (C): -0.497, atom 23 (Br): 0.089, atom 24 (O): -0.251, atom 25 (H): 0.398, atom 26 (Br): 0.100, atom 27 (H): 0.228, atom 28 (H): 0.227, atom 29 (Br): 0.090, atom 30 (Br): 0.102, atom 31 (O): -0.690, atom 32 (H): 0.227, atom 33 (C): 0.028, atom 34 (Br): 0.091, atom 35 (Br): 0.088, atom 36 (C): -0.487, atom 37 (C): -0.492, atom 38 (C): -0.491, atom 39 (C): -0.496, atom 40 (Br): 0.086, atom 41 (C): 0.890, atom 42 (H): 0.486, atom 43 (Br): 0.072, atom 44 (C): -0.490, atom 45 (Br): 0.089, atom 46 (Br): 0.091, atom 47 (H): 0.227

***

Number 1: Kohn-Sham gap 0.3645 Ha. Number 2: Kohn-Sham gap 0.3458 Ha.